Entry 1:
Computed, not measured: the molecule C4H8O, with ωB97M-V/def2-TZVPD.

```
13
Properties=species:S:1:pos:R:3:forces:R:3
O 2.2302 0.9704 0.2094 -0.6 0.1 0.0
C 1.0475 1.1717 0.0691 0.2 -0.1 -0.1
C -1.3376 0.3428 0.3066 0.0 0.0 0.1
C 0.0309 0.1228 -0.3488 0.0 -0.1 0.0
C 0.5457 -1.2986 -0.1502 0.0 -0.1 0.0
H 1.5279 -1.4249 -0.6107 -0.1 0.0 0.1
H -1.2865 0.1107 1.3754 0.0 0.0 -0.1
H -0.1500 -2.0166 -0.5972 0.1 0.1 0.1
H -1.6949 1.3744 0.2055 0.1 -0.1 0.0
H -2.0986 -0.3159 -0.1294 0.2 0.1 0.0
H 0.6393 -1.5398 0.9152 0.0 0.1 -0.2
H 0.6198 2.1965 0.1852 0.2 -0.1 0.0
H -0.0736 0.3064 -1.4302 0.0 0.0 0.1
```
Positions in Å, forces in eV/Å.

Properties
SMILES ... CC(C)C=O
HOMO level ... -9.80 eV
Largest force on an atom ... 0.6 eV/A
HOMO-LUMO gap ... 10.71 eV
DFT total energy ... -6324.9249 eV
Energy relative to the best compared isomer or geometry (same formula, charge and spin) ... 5.6 kcal/mol

***

Entry 2:
Computed, not measured: a structure of composition C34H23N4O9ReS, with ωB97M-V/def2-TZVPD.

```
72
Properties=species:S:1:pos:R:3:forces:R:3
Re 0.8885 -0.3346 2.2843 0.1 0.2 -0.7
S 1.9625 0.2582 6.6252 0.0 0.0 -0.1
O -0.7396 -3.1217 0.2648 0.1 0.0 0.0
O -5.0048 0.3912 -2.4212 0.0 0.0 0.0
O -2.6344 2.8030 2.3139 0.0 0.0 0.0
O -2.0620 3.5871 0.3824 0.0 0.0 0.0
O 1.7056 -0.8976 -4.8968 0.0 0.0 0.0
O 1.1853 -0.3333 0.2513 0.1 -0.1 0.1
O 0.0405 -2.0034 2.0305 -0.3 0.1 -0.1
O -4.3409 -1.6583 -2.4283 0.0 0.0 0.0
O -0.7085 0.7579 2.0391 0.0 -0.3 0.1
N -4.3236 -0.5190 -2.0044 0.0 0.0 0.0
N -2.3644 2.6898 1.1414 -0.1 0.0 0.0
N -0.0381 -1.9401 -3.1445 0.0 0.0 0.0
N 0.8456 -0.2324 4.3769 0.1 0.0 0.2
C 0.4321 0.1754 -1.9375 0.0 -0.1 0.0
C 2.8512 0.1789 2.6437 0.1 0.1 0.4
C 5.4082 0.8802 3.5382 0.0 0.0 0.0
C 0.4299 -0.9741 -5.3343 0.0 0.0 0.0
C -2.4322 1.3334 0.5738 0.0 0.0 0.1
C -1.6373 -0.9469 0.5708 0.0 0.0 -0.1
C -0.7371 -2.1132 0.9114 -0.1 -0.1 0.1
C -2.2795 -1.2001 -6.0027 0.0 0.0 0.0
C -0.5860 -0.2873 7.7099 0.0 0.0 0.0
C -3.3876 -0.2167 -0.9130 0.0 0.0 0.0
C 0.8833 0.5796 -0.6442 0.0 0.0 0.0
C 0.2794 -0.1679 6.6253 -0.1 0.0 0.0
C -3.3292 1.0820 -0.4263 0.0 0.0 -0.1
C -1.4887 -0.7375 5.0675 0.0 0.0 0.0
C 0.1055 2.4936 -2.5557 0.0 0.0 0.0
C 1.9944 0.1087 4.9167 -0.1 0.0 0.2
C -2.3431 -0.8515 6.1414 0.0 0.0 0.0
C -0.0201 -0.5564 -6.5800 0.0 0.0 0.0
C -1.3683 -0.6709 -6.9012 0.0 0.0 0.0
C -0.1627 -0.3916 5.3206 0.0 0.0 0.0
C -1.5541 0.3662 1.0887 0.0 0.0 0.0
C 0.5849 2.8824 -1.2957 0.0 0.0 0.0
C 0.0398 1.1633 -2.8718 0.0 0.1 0.0
C 3.8912 0.3704 1.7374 -0.1 0.0 -0.1
C 2.6786 -0.3623 -5.7888 0.0 0.0 0.0
C -0.5011 -1.4928 -4.4277 0.0 0.0 0.0
C 5.1614 0.7170 2.1820 0.0 0.0 0.0
C 4.3935 0.6939 4.4684 0.0 0.0 0.0
C 0.3802 -1.2289 -2.1363 0.0 0.0 0.0
C -1.8958 -0.6301 7.4512 0.0 0.0 0.0
C 3.1295 0.3401 4.0238 0.1 0.0 -0.1
C -2.5754 -1.2127 -0.4276 0.0 0.0 0.0
C -1.8366 -1.6196 -4.7566 0.0 0.0 0.0
C 0.9718 1.9510 -0.3613 0.0 0.0 0.0
H -3.3246 -1.2882 -6.2623 0.0 0.0 0.0
H 2.7504 -0.9647 -6.6957 0.0 0.0 0.0
H 2.4428 0.6716 -6.0476 0.0 0.0 0.0
H 3.7030 0.2445 0.6784 0.0 0.0 0.0
H -3.9650 1.8583 -0.8281 0.0 0.0 0.0
H -0.0019 -2.9434 -3.0130 0.0 0.0 0.0
H 5.9632 0.8640 1.4707 0.0 0.0 0.0
H -1.8290 -0.9074 4.0552 0.0 0.0 0.0
H -2.6448 -2.2125 -0.8313 0.0 0.0 0.0
H 4.5971 0.8235 5.5246 0.0 0.0 0.0
H 6.3988 1.1537 3.8758 0.0 0.0 0.0
H -1.7028 -0.3411 -7.8757 0.0 0.0 0.0
H -0.2072 3.2407 -3.2710 0.0 0.0 0.0
H 0.6397 3.9344 -1.0476 0.0 0.0 0.0
H -0.3257 0.8685 -3.8436 0.0 0.0 0.0
H -2.5279 -2.0367 -4.0343 0.0 0.0 0.0
H 3.6223 -0.3973 -5.2542 0.0 0.0 0.0
H 1.3355 2.2598 0.6115 0.0 0.0 0.0
H 0.6694 -0.1457 -7.3025 0.0 0.0 0.0
H -3.3780 -1.1157 5.9731 0.0 0.0 0.0
H 0.7267 -1.8257 -1.3009 0.0 0.0 0.0
H -2.5913 -0.7282 8.2733 0.0 0.0 0.0
H -0.2425 -0.1148 8.7206 0.0 0.0 0.0
```
Positions in Å, forces in eV/Å.

Properties
Total charge ... +1
<S²> ... 0.985
2S+1 ... 2
HOMO level (alpha / beta) ... -10.96 / -10.69 eV
Largest force on an atom ... 0.7 eV/A
HOMO-LUMO gap (alpha / beta) ... 6.95 / 6.87 eV
DFT total energy ... -72973.6152 eV
Energy relative to the best compared isomer or geometry (same formula, charge and spin) ... 16.8 kcal/mol

***

Entry 3:
Computed, not measured: a cluster of 4 separate species, C20H29Br6ClNO3P in total in a non-equilibrium geometry, with ωB97M-V/def2-TZVPD.

```
61
Properties=species:S:1:pos:R:3:forces:R:3
Br -0.2850 0.8250 3.6251 -0.1 -0.3 0.4
Br 8.0510 0.9349 -0.3857 0.0 0.0 0.0
Br -6.7919 -2.2596 -1.2761 -0.4 -0.9 0.0
Br 1.5773 1.9700 6.5888 -0.1 0.0 0.0
Br 6.9087 1.6132 -3.8315 0.1 0.0 0.0
Br -6.1156 -3.0110 2.2535 -0.1 0.1 0.0
Cl 2.2224 1.7060 1.4402 -0.1 0.0 -0.1
P -4.3116 0.0661 -2.0670 -1.6 -0.2 -2.4
O -1.2393 0.3380 -3.1200 0.2 -0.7 -0.5
O 3.7762 -1.0028 -0.7392 0.2 0.3 0.1
O -3.9431 3.2380 -1.1080 -0.7 0.1 0.2
N -3.0234 1.2839 -1.9928 -0.5 -0.2 0.3
C 0.1082 0.7009 6.4605 0.2 0.0 0.1
C 7.9825 -0.2469 -1.9292 0.1 0.0 0.2
C 8.3522 0.4730 -3.1986 -0.2 0.0 -0.2
C 0.3440 1.2584 -0.4986 0.1 0.2 -0.2
C 4.6701 -0.5556 0.2667 -0.3 -0.4 0.2
C 0.2217 -0.1552 5.2279 -0.2 0.0 -0.1
C -0.9480 1.4848 -0.9734 0.5 0.1 0.0
C -0.2151 2.7990 1.3433 -0.5 0.3 -0.5
C -5.5099 0.4641 -0.7063 1.1 0.5 0.4
C 3.7066 -0.1089 -1.8348 -0.7 -0.4 -0.4
C -1.6717 0.9179 -2.1752 0.0 0.7 1.2
C -7.3218 -3.8954 1.0085 0.2 -0.1 0.2
C -3.5548 -1.5618 -1.6277 0.1 0.5 1.0
C -3.0908 2.4055 -1.1400 1.2 -0.5 0.6
C -1.4745 3.0474 0.8020 0.0 -0.3 -0.3
C 1.2814 0.3305 -1.2435 -0.3 0.5 0.0
C 0.6655 1.9385 0.6924 0.1 0.0 -0.1
C -6.7244 -3.9797 -0.3694 -0.2 0.0 -0.3
C -1.8135 2.3593 -0.3458 -0.2 0.4 0.0
C 2.6080 0.9493 -1.6821 0.8 0.0 0.1
H 0.0439 3.3042 2.2589 0.4 -0.1 0.0
H 6.9815 -0.6670 -1.9595 0.0 0.0 -0.1
H -5.6834 -4.2885 -0.3605 0.0 0.0 0.1
H -3.6517 -1.7555 -0.5573 0.3 -0.1 0.1
H 3.4416 -0.7198 -2.7012 0.1 -0.1 0.0
H -0.4661 -0.9962 5.2853 0.0 0.0 0.0
H 8.5285 -0.2401 -4.0009 0.0 0.0 0.0
H -5.6569 1.5385 -0.6109 0.1 0.1 -0.2
H 1.2296 -0.5230 5.0637 0.0 0.0 0.0
H 2.5148 1.4205 -2.6611 -0.2 0.1 0.0
H 1.4314 -0.5569 -0.6296 0.2 0.0 0.0
H -7.2972 -4.6634 -0.9923 0.0 0.0 0.0
H 5.6528 -1.0062 0.1169 0.2 0.2 0.0
H -6.4768 0.0277 -0.9448 0.4 0.3 0.0
H -2.1919 3.7173 1.2526 0.1 0.1 0.1
H -8.2546 -3.3419 1.0273 0.0 0.0 0.0
H 0.7662 0.0474 -2.1545 -0.1 -0.4 0.1
H -4.1619 -2.3077 -2.1224 0.0 0.0 -0.3
H 2.9773 1.7223 -1.0151 -0.2 0.1 0.2
H -7.4813 -4.8909 1.4164 0.0 0.0 0.0
H 0.1757 0.0894 7.3575 0.0 0.0 0.0
H -5.1520 0.0866 0.2529 -0.2 -0.1 0.1
H -0.8094 1.2791 6.4847 0.0 0.0 0.0
H 9.2236 1.1081 -3.0799 0.0 0.0 0.0
H 8.7001 -1.0368 -1.7192 0.0 0.0 0.0
H 4.6723 0.3546 -2.0438 0.1 0.1 0.1
H 4.3014 -0.8914 1.2346 -0.1 -0.1 0.0
H 4.7295 0.5307 0.3042 0.2 0.1 -0.1
H -2.5280 -1.6680 -1.9656 0.1 0.1 0.0
```
Positions in Å, forces in eV/Å.

Properties
SMILES ... COCCCc1c(Cl)ccc2c1C(=O)N(P(C)C)C2=O.BrCCBr.BrCCBr.BrCCBr
HOMO level ... -7.78 eV
Largest force on an atom ... 2.9 eV/A
HOMO-LUMO gap ... 7.66 eV
DFT total energy ... -470909.0676 eV

***

Entry 4:
Computed, not measured: a structure of composition C30H74CrN5O11 in a non-equilibrium geometry, with ωB97M-V/def2-TZVPD.

```
121
Properties=species:S:1:pos:R:3:forces:R:3
Cr 4.7796 2.4261 -0.1474 -1.2 -0.8 0.8
O 4.6654 3.4653 1.8892 0.1 -0.7 -1.1
O 0.1384 -8.1968 2.5462 -0.1 0.5 0.7
O 1.8183 -3.8080 1.4583 0.9 -0.9 0.4
O 3.2767 1.2538 1.0717 -0.3 -0.3 0.3
O -0.4796 -1.6399 -1.1728 1.1 0.2 -2.2
O 5.1229 0.3379 -0.8421 0.4 2.1 0.1
O -8.8596 3.8557 -2.6384 0.0 0.4 -0.7
O -2.2497 -4.6805 2.6395 -0.1 0.8 -1.6
O -3.1158 1.5883 0.1130 0.1 1.3 -0.3
O 2.6310 2.2831 -0.7244 1.7 1.4 -1.3
O -1.3503 5.9602 -2.7252 1.4 0.3 -0.1
N -6.0238 3.5141 -1.3333 -1.2 1.2 0.5
N 1.6709 -6.5388 0.8213 -2.5 1.1 -3.0
N 1.7962 5.2730 -0.8636 0.2 -0.8 1.9
N -2.9049 -2.8808 0.2501 0.6 0.1 -0.1
N 6.8090 2.0268 0.7756 -1.4 -0.6 -0.3
C 2.3715 1.5534 0.2529 -1.5 -1.7 1.2
C 6.2294 -0.1875 -0.1073 1.0 -1.6 -1.1
C 0.9688 -7.6923 0.3826 0.7 -2.8 0.4
C -2.3473 2.2505 1.1200 0.0 0.2 0.2
C -1.9161 -4.9685 1.2620 0.0 1.5 1.0
C -2.6023 -1.4570 -0.0057 0.8 -0.3 -0.8
C 4.4144 -0.5323 -1.7005 -0.7 -1.5 -0.3
C 6.2949 1.7559 2.1045 0.1 0.7 2.2
C -5.2246 2.8794 -0.3011 0.7 -0.1 0.2
C -1.8499 -1.1854 -1.3422 0.2 -0.4 1.2
C -0.5392 5.2986 -1.7967 1.3 -0.1 0.6
C 0.9575 0.8950 0.3696 1.3 0.6 0.2
C 2.2547 -2.5537 1.9688 0.3 0.9 -0.3
C 0.9653 5.7042 -1.9374 -0.9 -0.1 -2.1
C 0.0033 -9.0024 3.7287 0.5 -0.2 0.1
C 3.8424 4.4681 2.4329 -0.3 1.1 0.4
C -2.7123 5.6895 -2.6546 -0.4 0.0 0.2
C 1.9962 -5.5682 -0.2321 2.6 1.2 1.2
C 0.3654 -1.5033 -2.3975 -0.9 -0.4 1.1
C -3.8075 2.5248 -0.7809 0.2 -0.6 -0.4
C 2.6863 -4.3061 0.4205 -2.2 0.9 -0.5
C -9.6472 4.4445 -3.7508 1.9 0.6 1.1
C -7.2378 4.2272 -0.7757 0.3 -0.2 -0.6
C 5.7183 2.9995 2.7056 0.1 0.3 0.0
C -8.0112 4.8340 -1.9449 -1.4 -0.3 -0.9
C 1.5497 5.1193 -3.2420 0.0 1.0 -0.6
C 7.3692 0.7942 0.2255 -0.9 0.3 -1.2
C 0.8877 -8.7647 1.5155 -0.3 0.7 0.1
C -1.6555 -3.6330 0.5320 -0.9 -0.1 -0.1
C -2.3148 -5.7370 3.5524 -0.4 0.4 0.3
H 5.5639 0.9586 2.2386 0.0 -0.1 -0.9
H -3.2004 6.4142 -3.3063 -0.1 -0.2 0.1
H 6.6589 -0.9023 -0.8092 0.4 -0.3 0.3
H 1.9298 -8.9437 1.7802 0.1 -0.5 0.4
H 1.8013 4.0587 -3.2340 -0.2 -0.1 0.5
H -1.3269 -6.1744 3.6970 0.0 -0.3 0.1
H -7.3268 5.2757 -2.6692 0.3 -0.1 0.0
H -3.0808 -6.4756 3.3164 0.1 -0.3 -0.4
H -7.0256 4.9952 -0.0319 0.5 0.2 -0.3
H 3.2940 -2.5109 2.2945 0.2 -0.7 0.2
H -3.4506 -2.8830 1.1000 -0.2 -0.2 0.2
H 1.0823 -0.1034 -0.0494 -0.2 -0.1 0.2
H 1.7081 4.2725 -0.7567 -0.4 -0.4 0.1
H -3.0792 5.8055 -1.6347 -0.2 0.2 0.2
H -9.0157 5.1201 -4.3278 0.5 0.1 0.0
H -5.0085 3.5686 0.5152 -0.7 0.2 0.2
H -9.9531 3.7116 -4.4974 -0.3 -0.3 0.8
H -7.8473 3.5067 -0.2302 -0.4 -0.1 0.0
H 0.9479 5.2862 -4.1353 -0.2 0.1 0.1
H -3.8137 2.1233 -1.7942 -0.3 -0.8 0.1
H 3.7346 -4.4463 0.6845 -0.1 -0.4 0.5
H 4.8673 -0.8189 -2.6497 0.8 0.8 -0.1
H -0.9407 -3.0218 1.0830 0.1 0.0 0.4
H 2.6481 -3.4771 -0.2862 0.4 -0.3 -0.8
H -0.5290 4.2175 -1.9352 -0.4 -0.5 -0.2
H -3.5000 -0.8388 -0.0174 0.0 -0.3 0.1
H -1.1734 -3.7891 -0.4330 0.0 -0.4 0.0
H -8.6934 5.6337 -1.6562 0.1 0.2 0.6
H 2.4784 5.6651 -3.4084 0.2 -0.1 -0.2
H -5.7489 2.0026 0.0789 0.3 -0.3 0.4
H 8.0802 0.3360 0.9130 -0.1 -0.2 0.0
H 0.3698 -9.6774 1.2207 0.4 -0.1 -0.7
H 3.0220 4.6974 1.7529 0.2 -0.1 -0.2
H 7.5387 2.7211 0.8504 0.0 0.3 -0.1
H -10.4089 5.1143 -3.3517 -0.5 -0.5 0.0
H 1.6534 -2.1716 2.7937 -0.3 -0.7 -0.1
H -2.3628 -1.7169 -2.1438 0.2 -0.1 -0.2
H 4.2782 -1.5081 -1.2343 -0.1 0.0 0.6
H 7.1005 1.5493 2.8090 0.4 -0.5 -0.1
H 1.1435 -6.0907 1.5569 0.5 0.4 1.5
H 0.1514 1.3891 -0.1729 0.4 0.2 -0.1
H 2.2125 -1.7709 1.2114 -0.3 0.0 -0.5
H -1.9454 -1.1308 0.8006 0.1 0.6 0.2
H 3.4178 -0.1693 -1.9518 0.2 0.5 0.4
H -0.0542 -7.4760 0.0747 -0.3 0.7 0.2
H 1.3293 -1.9834 -2.2288 0.0 0.0 0.6
H 0.6900 0.8400 1.4249 0.0 -0.2 -0.1
H -1.4348 2.7472 0.7902 0.0 0.1 -0.8
H -0.0179 -2.0317 -3.2704 -0.6 0.0 0.1
H -2.7257 -5.4887 0.7502 0.1 -0.4 0.1
H -2.6723 -5.2531 4.4613 0.3 -0.2 0.2
H -0.8445 5.4673 -0.7641 -0.3 0.3 0.2
H -6.5747 2.8114 -1.8053 0.8 -0.7 -0.7
H -3.2212 3.4229 -0.9751 0.1 0.3 0.7
H 0.5688 -0.4786 -2.7087 -0.3 0.3 0.3
H -0.2135 -10.0449 3.4957 -0.4 0.0 -0.3
H 2.6683 -5.9679 -0.9915 0.4 -0.6 0.3
H 5.3978 2.7610 3.7197 -0.3 0.2 0.0
H 3.4005 4.1952 3.3912 0.1 -0.4 0.0
H 0.9264 -9.0488 4.3066 0.3 0.3 -0.1
H -1.8209 -0.1127 -1.5337 -0.2 0.1 -0.1
H 7.8841 1.0975 -0.6861 0.1 -0.3 -0.1
H 1.1644 -5.3036 -0.8849 -0.9 0.0 0.7
H 6.5169 3.7405 2.7418 0.0 0.4 0.2
H 2.7731 5.3148 -1.1164 0.2 0.7 -0.3
H -0.7608 -8.5763 4.3789 -0.1 0.0 -0.4
H 4.4515 5.3580 2.5918 -0.1 0.2 0.0
H 1.4452 -8.1550 -0.4817 0.2 0.2 -0.1
H -0.9667 -5.5028 1.2976 0.1 -0.6 -0.3
H -1.9655 1.5468 1.8597 -0.5 -0.4 -0.1
H -2.9593 4.6745 -2.9655 0.0 -0.2 -0.2
H 5.9079 -0.7648 0.7595 -0.4 0.3 0.1
H -2.9009 3.0316 1.6409 -0.3 -0.1 0.1
H 1.0231 6.7921 -1.9749 -0.2 0.1 -0.2
```
Positions in Å, forces in eV/Å.

Properties
Total charge ... +2
<S²> ... 8.765
2S+1 ... 6
HOMO level (alpha / beta) ... -11.81 / -11.81 eV
Largest force on an atom ... 4.1 eV/A
HOMO-LUMO gap (alpha / beta) ... 6.61 / 2.49 eV
DFT total energy ... -90682.5959 eV